Record 1
ORCA calculation (the ωB97M-V functional and the def2-TZVPD basis) on a molecular structure, C39H47N2OP2Pt.

Each line ends with the Löwdin charge.
Cartesian coordinates (Å):
Pt -0.49 -0.27 0.71  0.72
C -0.58 3.46 0.88  -0.25
C 0.82 2.82 0.90  -0.30
P 0.87 1.19 1.70  0.89
C 2.51 0.49 1.45  -0.34
C 2.94 -0.53 2.31  -0.08
C 4.21 -1.07 2.17  -0.05
C 5.06 -0.59 1.18  -0.04
C 4.64 0.42 0.32  -0.06
C 3.36 0.95 0.45  -0.08
C 0.68 1.39 3.48  -0.36
C 1.24 2.51 4.10  -0.05
C 1.25 2.60 5.49  -0.03
C 0.73 1.56 6.25  -0.03
C 0.20 0.44 5.64  -0.05
C 0.17 0.35 4.26  -0.15
C -1.60 2.68 0.03  -0.30
P -2.18 1.18 0.90  0.90
C -3.04 1.75 2.37  -0.37
C -2.89 1.17 3.62  -0.08
C -3.57 1.68 4.71  -0.04
C -4.42 2.76 4.55  -0.03
C -4.60 3.33 3.30  -0.04
C -3.92 2.83 2.21  -0.09
C -3.41 0.36 -0.16  -0.35
C -2.98 -0.19 -1.38  -0.13
C -3.88 -0.85 -2.20  -0.07
C -5.22 -0.96 -1.82  -0.05
C -5.64 -0.43 -0.61  -0.04
C -4.74 0.22 0.22  -0.05
H -0.48 4.45 0.45  0.13
H -0.94 3.60 1.90  0.11
H 1.53 3.47 1.41  0.10
H 1.19 2.70 -0.12  0.09
H 2.30 -0.87 3.12  0.10
H 4.55 -1.83 2.85  0.12
H 6.06 -1.00 1.08  0.12
H 5.31 0.80 -0.44  0.12
H 3.06 1.74 -0.23  0.10
H 1.69 3.31 3.53  0.11
H 1.67 3.47 5.97  0.12
H 0.75 1.63 7.33  0.12
H -0.19 -0.38 6.24  0.12
H -0.25 -0.52 3.77  0.08
H -1.13 2.35 -0.90  0.09
H -2.44 3.31 -0.24  0.10
H -2.24 0.31 3.75  0.08
H -3.44 1.22 5.68  0.12
H -4.96 3.16 5.41  0.12
H -5.28 4.17 3.17  0.12
H -4.08 3.29 1.24  0.11
H -1.96 -0.07 -1.71  0.07
H -3.56 -1.23 -3.16  0.11
H -5.93 -1.45 -2.47  0.12
H -6.67 -0.52 -0.31  0.12
H -5.08 0.62 1.17  0.11
N -1.40 -5.54 -1.13  0.21
C -0.32 -4.91 -0.28  -0.10
C -0.22 -3.39 -0.43  -0.24
N -1.04 -2.59 0.48  -0.05
H -1.47 -6.55 -0.93  0.18
H -1.20 -5.44 -2.12  0.18
H -2.33 -5.14 -0.96  0.17
H 0.61 -5.39 -0.58  0.14
H -0.53 -5.20 0.75  0.14
H -0.46 -3.08 -1.46  0.13
H 0.82 -3.12 -0.28  0.11
H -0.92 -2.87 1.45  0.09
H -2.04 -2.62 0.28  0.09
C 4.34 -0.89 -6.86  -0.02
C 3.43 -0.70 -5.69  -0.21
C 2.35 0.18 -5.75  0.02
C 1.51 0.37 -4.68  -0.18
C 0.38 1.37 -4.83  -0.03
C 1.75 -0.36 -3.48  -0.11
C 0.84 -0.14 -2.39  -0.18
O 0.91 -0.62 -1.24  -0.14
C 2.84 -1.26 -3.40  -0.17
C 3.14 -2.07 -2.17  -0.02
C 3.65 -1.41 -4.50  0.01
H 3.99 -0.36 -7.74  0.09
H 4.43 -1.95 -7.10  0.10
H 5.34 -0.53 -6.61  0.10
H 2.18 0.74 -6.66  0.13
H 0.40 1.79 -5.83  0.09
H 0.48 2.20 -4.12  0.09
H -0.60 0.91 -4.69  0.09
H 0.02 0.55 -2.60  0.10
H 3.32 -1.43 -1.31  0.07
H 4.02 -2.69 -2.34  0.09
H 2.30 -2.72 -1.91  0.06
H 4.49 -2.10 -4.46  0.13

## Properties
- net charge = +3
- maximum force (Eh/bohr) = 0.0102
- spin multiplicity = 1
- E_tot (Ha) = -2500.28290

Record 2
ORCA calculation (the ωB97M-V functional and the def2-TZVPD basis) on a molecular structure, C39H47N6S2Ta.

Each line ends with the Löwdin charge.
Cartesian coordinates (Å):
Ta 0.24 -0.33 -0.23  1.38
C 0.50 -3.66 -0.02  -0.05
N 1.12 -2.54 -0.80  -0.22
C 0.87 -2.76 -2.26  -0.14
C 1.15 -1.53 -3.11  -0.17
N 0.25 -0.39 -2.76  -0.24
C -1.04 -0.50 -3.52  -0.03
C 0.81 0.88 -3.23  -0.33
C 1.38 0.99 -4.49  -0.01
C 1.83 2.23 -4.95  -0.04
C 1.68 3.36 -4.16  -0.05
C 1.12 3.25 -2.90  -0.08
C 0.68 2.02 -2.44  -0.56
S 0.10 1.91 -0.77  0.69
C 2.58 -2.64 -0.58  -0.28
C 3.25 -3.86 -0.51  -0.02
C 4.62 -3.88 -0.33  -0.04
C 5.34 -2.70 -0.23  -0.05
C 4.69 -1.48 -0.31  -0.07
C 3.31 -1.46 -0.50  -0.52
S 2.47 0.07 -0.66  0.82
H 0.72 -4.62 -0.50  0.10
H -0.58 -3.55 0.03  0.06
H 0.91 -3.66 0.98  0.11
H -0.16 -3.09 -2.39  0.09
H 1.49 -3.59 -2.60  0.15
H 1.04 -1.80 -4.16  0.14
H 2.18 -1.21 -2.96  0.11
H -0.84 -0.47 -4.59  0.11
H -1.69 0.32 -3.23  0.08
H -1.55 -1.43 -3.29  0.06
H 1.49 0.13 -5.13  0.12
H 2.28 2.30 -5.93  0.12
H 2.03 4.32 -4.51  0.12
H 1.02 4.12 -2.26  0.11
H 2.72 -4.79 -0.59  0.12
H 5.13 -4.83 -0.27  0.12
H 6.41 -2.72 -0.08  0.12
H 5.23 -0.55 -0.24  0.12
N -3.04 0.86 -1.22  0.17
C -3.83 1.69 -1.22  -0.12
C -4.81 2.73 -1.21  -0.23
C -4.85 3.65 -2.26  -0.02
C -5.80 4.66 -2.24  -0.05
C -6.70 4.75 -1.19  -0.05
C -6.66 3.84 -0.15  -0.06
C -5.72 2.82 -0.15  -0.03
H -4.14 3.57 -3.08  0.12
H -5.83 5.37 -3.05  0.12
H -7.44 5.54 -1.19  0.12
H -7.36 3.92 0.67  0.12
H -5.68 2.11 0.66  0.11
C -5.22 -1.96 0.90  0.03
N -3.93 -1.98 0.22  -0.08
C -3.65 -2.58 -0.98  -0.01
C -2.34 -2.35 -1.20  -0.16
N -1.78 -1.61 -0.17  -0.05
C -2.81 -1.43 0.66  -0.19
H -5.97 -2.37 0.23  0.10
H -5.49 -0.94 1.15  0.10
H -5.18 -2.57 1.80  0.11
H -4.38 -3.12 -1.55  0.14
H -1.79 -2.71 -2.04  0.07
H -2.80 -0.92 1.60  0.11
C 4.04 3.42 2.56  -0.03
C 3.52 2.02 2.67  -0.24
C 4.26 1.04 3.32  0.01
C 3.81 -0.27 3.42  -0.25
C 4.63 -1.31 4.15  -0.03
C 2.58 -0.60 2.86  -0.02
C 1.84 0.37 2.21  -0.39
C 2.29 1.67 2.11  -0.06
N 0.54 0.00 1.67  -0.17
C -0.52 0.08 2.78  -0.55
C -0.04 0.77 4.07  -0.03
C -1.60 1.02 2.22  -0.07
C -0.89 -1.35 3.17  -0.04
H 4.48 3.75 3.50  0.09
H 3.25 4.12 2.29  0.08
H 4.82 3.49 1.80  0.09
H 5.21 1.31 3.77  0.13
H 5.67 -1.27 3.83  0.09
H 4.25 -2.31 3.97  0.08
H 4.61 -1.12 5.22  0.09
H 2.22 -1.62 2.91  0.12
H 1.70 2.42 1.60  0.10
H 0.39 1.75 3.88  0.09
H 0.69 0.17 4.62  0.09
H -0.91 0.90 4.70  0.10
H -1.18 2.03 2.17  0.09
H -2.48 1.06 2.87  0.10
H -1.94 0.79 1.21  0.01
H -0.01 -1.82 3.61  0.09
H -1.21 -1.97 2.34  0.04
H -1.67 -1.35 3.93  0.10

## Properties
- net charge = +2
- maximum force (Eh/bohr) = 0.0205
- spin multiplicity = 1
- E_tot (Ha) = -2695.84995

Which formula does entry 1 have?
C39H47N2OP2Pt